Run w
Here is a 2-piece molecular cluster, C5H13N2 overall from the Open Molecules 2025 dataset. Energies are from ωB97M-V with the def2-TZVPD basis set.

Last column: Löwdin charge in e.
CARTESIAN COORDINATES (ANGSTROEM)
C -0.400 -1.188 0.462  0.29
N -2.972 -1.285 -1.698  0.04
C 0.830 -0.634 0.048  -0.36
N 0.422 0.491 -0.887  0.13
C 0.424 1.728 -0.069  -0.16
C 1.688 1.546 0.764  -0.14
C 1.616 0.081 1.210  -0.09
H -0.712 -2.177 0.131  0.12
H -0.896 -0.775 1.340  0.13
H -2.208 -1.218 -1.044  -0.06
H -3.810 -1.524 -1.186  0.03
H 1.507 -1.327 -0.441  0.16
H -0.524 0.293 -1.245  0.12
H -2.783 -2.010 -2.378  0.03
H -0.487 1.858 0.522  0.13
H 0.473 2.573 -0.760  0.14
H 2.526 1.726 0.100  0.12
H 1.719 2.228 1.607  0.13
H 2.580 -0.369 1.411  0.13
H 1.006 -0.017 2.114  0.12

Results
HOMO-LUMO gap ... 0.2342 hartree
Highest occupied orbital energy ... -13.83 eV
LUMO ... -7.45 eV
Charge ... +1

Run x
Here is an isolated ion of composition C5H13N2 and charge +1 from the Open Molecules 2025 dataset. Energies are from ωB97M-V with the def2-TZVPD basis set.

Last column: Löwdin charge in e.
CARTESIAN COORDINATES (ANGSTROEM)
C -0.142 -2.107 -2.174  -0.10
C -0.219 -1.560 -0.728  -0.22
C -0.392 -0.020 -0.734  -0.17
C 0.108 0.695 0.505  -0.25
N 1.260 1.587 0.338  0.23
C -0.582 0.731 1.651  -0.12
N -0.407 1.519 2.735  0.11
H -0.997 -2.746 -2.405  0.07
H 0.714 -2.746 -2.398  0.07
H -0.148 -1.307 -2.913  0.07
H -1.160 -1.954 -0.348  0.10
H 0.618 -1.845 -0.107  0.10
H -1.451 0.169 -0.894  0.12
H 0.068 0.472 -1.590  0.10
H 1.066 2.545 0.522  0.15
H 2.080 1.355 0.914  0.19
H 1.644 1.560 -0.610  0.18
H -1.365 0.020 1.815  0.14
H -0.932 1.353 3.573  0.11
H 0.239 2.280 2.847  0.10

Results
HOMO-LUMO gap ... 0.3309 hartree
Highest occupied orbital energy ... -12.68 eV
LUMO ... -3.68 eV
Structure (SMILES) ... CCC/C([NH3+])=C/N
Charge ... +1

Of them, the most stable is run x and the least stable is run w.

Run w
Here is an isolated ion of composition C5H13N2 and charge +1 from the Open Molecules 2025 dataset. Energies are from ωB97M-V with the def2-TZVPD basis set.

Last column: Löwdin charge in e.
CARTESIAN COORDINATES (ANGSTROEM)
C 2.329 -0.353 -0.655  0.09
C 1.020 -0.605 -0.497  -0.38
N 0.226 -1.355 -1.487  0.04
C 0.371 -0.626 0.876  -0.12
C -0.756 0.385 0.997  -0.32
C -0.513 1.830 0.608  -0.04
N -1.836 -0.068 -0.017  0.19
H 2.796 0.465 -0.118  0.08
H 2.845 -0.678 -1.559  0.08
H 0.748 -2.239 -1.474  0.11
H 0.441 -1.059 -2.439  0.09
H 0.004 -1.605 1.199  0.13
H 1.090 -0.351 1.669  0.14
H -1.222 0.290 1.987  0.15
H -0.214 1.898 -0.435  0.10
H -1.337 2.456 0.957  0.10
H 0.323 2.246 1.163  0.10
H -2.331 0.702 -0.463  0.16
H -2.481 -0.664 0.499  0.17
H -1.504 -0.667 -0.809  0.13

Results
HOMO-LUMO gap ... 0.3781 hartree
Highest occupied orbital energy ... -13.41 eV
LUMO ... -3.12 eV
Structure (SMILES) ... C=C(N)C[C@@H](C)[NH3+]
Charge ... +1

Run x
Here is a 2-piece molecular cluster, C5H13N2 overall from the Open Molecules 2025 dataset. Energies are from ωB97M-V with the def2-TZVPD basis set.

Last column: Löwdin charge in e.
CARTESIAN COORDINATES (ANGSTROEM)
C -0.910 0.606 -1.085  -0.16
C 0.148 -0.223 -1.600  -0.38
C -1.076 -0.882 1.466  -0.10
C 0.968 0.507 2.253  -0.10
C 0.434 -0.630 1.470  -0.08
N 0.442 0.557 -0.505  0.03
N 0.856 0.269 -2.961  0.20
H -1.168 1.527 -1.632  0.11
H -1.749 0.042 -0.520  0.10
H 0.052 -1.269 -1.564  0.13
H -1.472 -1.631 0.698  0.10
H -1.130 -1.324 2.533  0.13
H -1.785 -0.050 1.271  0.08
H 1.999 0.593 2.307  0.05
H 0.586 0.322 3.352  0.14
H 0.467 1.494 2.102  0.11
H 1.277 -1.269 1.245  0.12
H 1.448 -0.425 -3.500  0.17
H 1.559 1.000 -2.781  0.15
H 0.149 0.669 -3.696  0.20

Results
HOMO-LUMO gap ... 0.3247 hartree
Highest occupied orbital energy ... -12.57 eV
LUMO ... -3.73 eV
Charge ... +1

Of them, the most stable is run w and the least stable is run x.

Run w
Here is an isolated ion of composition C5H13N2 and charge +1 from the Open Molecules 2025 dataset. Energies are from ωB97M-V with the def2-TZVPD basis set.

Last column: Löwdin charge in e.
CARTESIAN COORDINATES (ANGSTROEM)
C -1.501 2.079 -1.330  -0.08
C -1.760 1.308 0.008  -0.24
C -1.599 -0.187 -0.149  -0.20
C -0.184 -0.710 -0.392  -0.15
N 0.782 -0.118 0.548  0.08
C 1.957 -0.591 0.858  -0.12
N 2.359 -1.833 0.643  0.20
H -2.185 2.920 -1.375  0.07
H -1.681 1.458 -2.201  0.07
H -0.478 2.451 -1.340  0.06
H -2.766 1.587 0.310  0.11
H -1.109 1.727 0.779  0.10
H -2.025 -0.763 0.682  0.12
H -2.231 -0.563 -0.959  0.13
H 0.129 -0.486 -1.414  0.14
H -0.193 -1.789 -0.238  0.12
H 0.764 0.890 0.475  0.15
H 2.680 0.034 1.367  0.17
H 1.914 -2.417 -0.048  0.13
H 3.242 -2.068 1.062  0.14

Results
HOMO-LUMO gap ... 0.4139 hartree
Highest occupied orbital energy ... -14.90 eV
LUMO ... -3.64 eV
Structure (SMILES) ... CCCCNC=[NH2+]
Charge ... +1

Run x
Here is an isolated ion of composition C5H13N2 and charge +1 from the Open Molecules 2025 dataset. Energies are from ωB97M-V with the def2-TZVPD basis set.

Last column: Löwdin charge in e.
CARTESIAN COORDINATES (ANGSTROEM)
C -1.166 -1.620 -0.707  0.03
C -1.190 -0.264 -0.536  -0.42
N -2.144 0.512 -1.154  0.12
C -0.720 0.291 0.787  -0.11
C 0.785 0.592 0.820  -0.27
C 1.460 1.253 -0.403  -0.04
N 1.525 -0.767 0.926  0.20
H -1.252 -1.961 -1.725  0.06
H -1.029 -2.435 0.008  0.06
H -2.690 0.176 -1.935  0.11
H -1.974 1.502 -1.272  0.10
H -1.353 1.106 1.124  0.13
H -0.815 -0.546 1.478  0.11
H 1.166 1.174 1.655  0.15
H 1.425 0.732 -1.348  0.09
H 0.827 2.141 -0.579  0.10
H 2.435 1.665 -0.180  0.09
H 2.024 -1.015 0.076  0.16
H 1.890 -1.048 1.849  0.18
H 0.796 -1.487 1.114  0.14

Results
HOMO-LUMO gap ... 0.3140 hartree
Highest occupied orbital energy ... -11.94 eV
LUMO ... -3.39 eV
Structure (SMILES) ... C=C(N)C[C@H](C)[NH3+]
Charge ... +1

Run y
Here is an isolated ion of composition C5H13N2 and charge +1 from the Open Molecules 2025 dataset. Energies are from ωB97M-V with the def2-TZVPD basis set.

Last column: Löwdin charge in e.
CARTESIAN COORDINATES (ANGSTROEM)
C -0.216 2.775 -1.631  -0.09
N -0.731 1.585 -0.943  -0.08
C 0.160 0.550 -0.784  -0.20
C -0.154 -0.751 -0.782  -0.13
C 0.734 -1.762 -0.077  -0.18
C 0.714 -1.634 1.443  -0.12
N -0.544 -0.943 1.920  0.19
H 0.491 3.317 -0.992  0.09
H -1.023 3.451 -1.886  0.08
H 0.321 2.512 -2.544  0.09
H -1.632 1.284 -1.291  0.13
H 1.171 0.910 -0.615  0.14
H -1.192 -1.022 -0.875  0.10
H 0.367 -2.755 -0.351  0.12
H 1.716 -1.696 -0.524  0.12
H 1.530 -1.048 1.842  0.13
H 0.743 -2.600 1.931  0.13
H -0.629 -0.043 1.422  0.15
H -1.399 -1.489 1.851  0.18
H -0.426 -0.641 2.885  0.17

Results
HOMO-LUMO gap ... 0.3150 hartree
Highest occupied orbital energy ... -12.03 eV
LUMO ... -3.46 eV
Structure (SMILES) ... CN/C=C/CC[NH3+]
Charge ... +1

Run z
Here is an isolated ion of composition C5H13N2 and charge +1 from the Open Molecules 2025 dataset. Energies are from ωB97M-V with the def2-TZVPD basis set.

Last column: Löwdin charge in e.
CARTESIAN COORDINATES (ANGSTROEM)
C -2.446 0.728 0.479  -0.07
C -0.942 0.697 0.315  -0.42
N -0.513 0.573 -1.109  0.03
C -0.269 -0.387 1.196  -0.14
C 0.719 -1.162 0.374  -0.08
C 1.968 -0.708 0.298  -0.09
N 2.549 -0.450 -1.038  0.19
H -2.948 1.656 0.212  0.09
H -2.704 0.656 1.543  0.09
H -2.940 -0.125 0.006  0.09
H -0.593 1.677 0.647  0.14
H -0.994 -0.201 -1.554  0.08
H -0.812 1.437 -1.548  0.09
H -1.094 -1.074 1.408  0.11
H 0.152 -0.015 2.126  0.13
H 0.239 -1.838 -0.326  0.13
H 2.621 -0.495 1.132  0.13
H 2.843 0.530 -1.078  0.18
H 1.794 -0.518 -1.728  0.15
H 3.370 -0.980 -1.354  0.17

Results
HOMO-LUMO gap ... 0.3520 hartree
Highest occupied orbital energy ... -13.29 eV
LUMO ... -3.71 eV
Structure (SMILES) ... C[C@H](N)C/C=C/[NH3+]
Charge ... +1

Of them, the most stable is run w and the least stable is run z.

Run w
Here is a 2-piece molecular cluster, C3H11N2O2 overall from the Open Molecules 2025 dataset. Energies are from ωB97M-V with the def2-TZVPD basis set.

Last column: Löwdin charge in e.
CARTESIAN COORDINATES (ANGSTROEM)
O 0.311 0.618 1.159  0.07
C 0.428 1.200 0.079  -0.55
N 0.304 2.561 0.104  0.22
C -0.702 0.575 -1.001  -0.03
N -0.395 -0.682 -1.436  0.01
C 0.310 -1.649 -0.667  -0.03
H 0.683 3.112 -0.644  0.13
H 0.214 2.884 1.057  0.15
H -0.831 1.232 -1.876  0.15
H -1.629 0.662 -0.454  0.17
H -0.235 -1.986 3.262  0.06
H -0.790 -1.031 -2.296  0.17
H 0.468 -2.519 -1.290  0.11
H 1.346 -1.308 -0.476  0.12
H -0.116 -1.910 0.298  0.08
H 1.425 0.867 -0.355  0.24
H -0.248 -0.869 2.156  -0.01
O -0.544 -1.757 2.379  -0.06

Results
HOMO-LUMO gap ... 0.2212 hartree
Highest occupied orbital energy ... -14.18 eV
LUMO ... -8.17 eV
Charge ... +1

Run x
Here is a 2-piece molecular cluster, C3H11N2O2 overall from the Open Molecules 2025 dataset. Energies are from ωB97M-V with the def2-TZVPD basis set.

Last column: Löwdin charge in e.
CARTESIAN COORDINATES (ANGSTROEM)
O 0.704 1.395 -0.687  0.03
C 0.250 0.845 0.326  -0.53
N 0.069 1.634 1.405  0.17
C -0.209 -0.603 0.336  -0.07
N -1.254 -0.733 -0.711  -0.02
C -2.168 -1.796 -0.387  -0.06
H 0.444 2.613 1.466  0.16
H -0.282 1.462 2.366  0.13
H 0.531 -1.434 0.295  0.15
H -0.871 -0.866 1.305  0.17
H -0.658 -1.010 -1.566  0.23
H -1.674 0.134 -0.907  0.16
H -1.604 -2.704 -0.120  0.12
H -3.107 -1.914 -1.166  0.17
H -3.038 -1.495 0.312  0.13
H 2.806 0.157 -0.984  0.01
H 2.843 -0.771 0.321  -0.03
O 2.505 -0.289 -0.292  0.09

Results
HOMO-LUMO gap ... 0.3886 hartree
Highest occupied orbital energy ... -13.90 eV
LUMO ... -3.33 eV
Charge ... +1

Of them, the most stable is run x and the least stable is run w.

Run w
Here is one molecule with the formula C4H8O3S from the Open Molecules 2025 dataset. Energies are from ωB97M-V with the def2-TZVPD basis set.

Last column: Löwdin charge in e.
CARTESIAN COORDINATES (ANGSTROEM)
C 0.656 -0.636 -1.918  -0.02
C 0.552 -0.366 -0.418  -0.45
O 0.029 -1.537 0.175  -0.49
S -0.318 -1.330 1.810  0.99
C -0.557 0.469 1.749  -0.54
O 0.365 1.170 2.477  -0.08
C -0.405 0.757 -0.052  -0.27
O -1.647 0.674 -0.625  0.00
H -0.194 -1.232 -2.238  0.09
H 1.569 -1.188 -2.116  0.08
H 0.666 0.296 -2.475  0.09
H 1.545 -0.131 -0.004  0.15
H -1.556 0.791 2.030  0.10
H 1.235 0.752 2.403  0.09
H -0.022 1.767 -0.162  0.15
H -1.917 -0.256 -0.634  0.11

Results
HOMO-LUMO gap ... 0.3523 hartree
Highest occupied orbital energy ... -8.89 eV
LUMO ... 0.70 eV
Structure (SMILES) ... C[C@@H]1OS[C@@H](O)[C@@H]1O
Charge ... 0

Run x
Here is a 2-piece molecular cluster, C4H8O3S overall from the Open Molecules 2025 dataset. Energies are from ωB97M-V with the def2-TZVPD basis set.

Last column: Löwdin charge in e.
CARTESIAN COORDINATES (ANGSTROEM)
C -1.254 0.935 0.504  -0.09
C -1.075 1.583 -0.896  -0.03
C -0.380 0.328 -0.436  -0.22
C 1.384 -1.384 1.077  -0.10
O 1.732 1.246 0.695  -0.34
O 2.061 -0.310 -1.242  -0.29
O -0.915 -1.894 -0.952  -0.17
S 1.324 0.049 -0.072  0.65
H -0.641 1.358 1.385  0.16
H -2.280 0.812 0.642  0.10
H -1.813 1.323 -1.574  0.09
H -0.650 2.552 -1.079  0.11
H 1.589 -1.151 2.180  0.10
H 0.411 -1.792 0.785  0.03
H 2.168 -1.859 0.483  0.06
H -1.660 -1.795 -1.501  -0.06

Results
HOMO-LUMO gap (spin up / spin down) ... 0.3124 / 0.3124 hartree
Highest occupied orbital energy (spin up / spin down) ... -10.32 / -10.32 eV
LUMO (spin up / spin down) ... -1.82 / -1.82 eV
Charge ... 0

Run y
Here is C4H8O3S as an isolated structure from the Open Molecules 2025 dataset. Energies are from ωB97M-V with the def2-TZVPD basis set.

Last column: Löwdin charge in e.
CARTESIAN COORDINATES (ANGSTROEM)
C -0.686 0.422 -0.133  -0.62
C 0.689 0.062 -0.474  -0.14
C -0.665 1.756 0.609  -0.04
C 0.780 -0.980 -1.529  -0.10
O 0.371 -2.568 1.082  -0.29
O 0.404 -0.434 2.542  -0.30
O -1.271 -0.533 0.594  -0.18
S 0.123 -1.159 1.310  0.83
H -1.256 0.466 -1.074  0.16
H 1.492 0.699 -0.118  0.13
H -0.241 2.616 0.159  0.06
H -0.197 1.469 1.568  0.06
H -1.802 2.024 0.940  0.14
H 1.118 -0.540 -2.505  0.10
H -0.225 -1.489 -1.768  0.12
H 1.365 -1.810 -1.204  0.06

Results
HOMO-LUMO gap ... 0.3709 hartree
Highest occupied orbital energy ... -9.75 eV
LUMO ... 0.34 eV
Charge ... 0

Of them, the most stable is run w and the least stable is run x.

Run w
Here is C10H9NO2 as an isolated structure from the Open Molecules 2025 dataset. Energies are from ωB97M-V with the def2-TZVPD basis set.

Last column: Löwdin charge in e.
CARTESIAN COORDINATES (ANGSTROEM)
C 4.132 -0.568 0.075  -0.08
C 2.021 0.287 -0.022  -0.20
C 1.177 1.622 -0.113  0.05
C -0.210 1.347 -0.131  -0.08
C -0.774 0.112 -0.150  -0.16
C -0.025 -1.077 0.072  0.01
C 1.365 -0.933 0.071  -0.03
C -2.298 -0.020 -0.117  -0.22
C -4.288 -0.786 -0.174  -0.06
C -4.315 0.684 0.165  -0.07
H 4.176 -1.161 0.779  0.03
H 4.109 -1.042 -0.729  0.03
H 4.960 -0.048 -0.315  0.12
H 1.993 2.240 -0.408  0.09
H -0.883 2.503 -0.218  0.20
H -0.435 -1.862 0.305  0.02
H 2.023 -1.876 0.348  0.15
H -4.991 -1.291 0.186  0.01
H -5.001 1.284 0.453  0.05
N -3.001 -1.113 -0.298  0.12
O 3.386 0.618 0.007  -0.07
O -3.122 1.081 0.212  0.07

Results
HOMO-LUMO gap ... 0.3059 hartree
Highest occupied orbital energy ... -7.81 eV
LUMO ... 0.51 eV
Charge ... 0

Run x
Here is C10H9NO2 as an isolated structure from the Open Molecules 2025 dataset. Energies are from ωB97M-V with the def2-TZVPD basis set.

Last column: Löwdin charge in e.
CARTESIAN COORDINATES (ANGSTROEM)
C -2.417 -0.750 0.519  -0.22
C -1.219 0.090 0.240  -0.25
C -1.537 1.536 -0.090  0.08
C -0.318 2.544 0.050  0.03
C 0.882 1.967 -0.020  -0.28
C 1.242 0.547 -0.039  -0.05
C 2.715 -1.332 -0.260  -0.23
C 1.638 -2.236 -0.006  -0.05
C 0.344 -1.654 0.221  -0.05
C 0.082 -0.331 -0.024  -0.19
H -2.876 -0.410 -1.696  0.30
H -2.573 -0.702 1.801  0.21
H -2.028 -1.855 0.043  0.14
H -2.623 1.652 -0.494  0.12
H -0.420 3.617 -0.150  0.12
H 2.781 2.356 0.338  0.06
H 3.791 -1.876 -0.262  0.14
H 1.863 -3.462 -0.076  0.16
H -0.542 -2.256 0.504  0.09
N 2.584 -0.050 -0.232  0.09
O -3.357 -0.205 -0.506  -0.26
O 1.987 2.808 0.138  0.03

Results
HOMO-LUMO gap ... 0.2936 hartree
Highest occupied orbital energy ... -8.08 eV
LUMO ... -0.10 eV
Charge ... 0

Of them, the most stable is run x and the least stable is run w.